BH20O8 | wB97M-V/def2-TZVPD

XYZ file:
```
29
Properties=species:S:1:pos:R:3
B -0.597 0.220 -0.007
H -1.051 0.879 0.837
H 0.413 0.641 -0.377
H -0.431 -0.853 0.400
H -1.365 0.223 -0.875
O -0.975 -2.630 -1.425
H -1.678 -2.514 -2.071
H -0.892 -1.754 -0.996
O 0.337 -0.136 2.946
H -0.028 -0.080 2.039
H -0.063 0.603 3.413
O -3.422 -0.852 0.491
H -4.030 -0.442 -0.131
H -2.559 -0.418 0.312
O 1.205 -3.269 1.401
H 0.814 -2.468 1.785
H 1.401 -3.830 2.158
O 2.303 -1.260 -0.452
H 1.488 -0.791 -0.693
H 2.020 -1.894 0.224
O 2.244 2.461 -1.621
H 1.769 2.110 -0.845
H 2.734 1.708 -1.970
O -0.523 2.063 -2.576
H 0.267 2.394 -2.112
H -0.962 1.491 -1.918
O 0.894 2.914 0.787
H 0.479 2.033 0.894
H 0.206 3.452 0.380
```

As for the electronic energy: -638.7895 Ha. The value obtained for the energy above the lowest of the compared OMol25 structures with the same formula, charge and spin is 4.8 kcal per mole. As for the charge: -1.

C17H52O17 | wB97M-V/def2-TZVPD

XYZ file:
```
86
Properties=species:S:1:pos:R:3
C -8.231 -5.301 12.779
O -9.571 -4.978 12.751
H -7.458 -4.535 12.711
H -7.953 -5.971 13.593
H -8.135 -5.932 11.896
H -10.016 -5.774 13.051
C -9.087 -2.460 9.742
C -9.726 -1.388 8.795
O -11.122 -1.183 9.067
O -8.919 -2.052 11.060
H -8.159 -2.886 9.360
H -9.718 -3.348 9.779
H -9.664 -1.773 7.777
H -9.240 -0.414 8.845
H -11.270 -0.873 9.964
H -9.052 -2.845 11.585
C -11.241 -4.659 16.894
C -10.583 -3.336 17.343
O -10.167 -2.543 16.279
O -10.496 -5.498 16.080
H -12.152 -4.514 16.313
H -11.676 -5.196 17.737
H -9.800 -3.439 18.094
H -11.418 -2.795 17.787
H -9.637 -1.794 16.560
H -10.318 -5.066 15.242
C -9.449 -8.907 13.361
C -10.028 -10.195 12.737
O -10.278 -10.055 11.337
O -10.350 -7.837 12.891
H -8.465 -8.499 13.127
H -9.374 -9.122 14.427
H -10.926 -10.548 13.245
H -9.390 -11.061 12.915
H -10.422 -10.865 10.841
H -10.767 -8.121 12.075
C -4.088 -5.019 10.832
C -2.778 -5.938 10.593
O -1.724 -5.512 11.344
O -4.760 -5.090 12.028
H -4.809 -5.208 10.037
H -3.792 -3.988 10.641
H -2.382 -5.849 9.582
H -3.118 -6.949 10.819
H -2.099 -5.404 12.221
H -4.918 -4.181 12.296
C -5.372 -0.324 13.643
C -5.857 -1.722 13.045
O -5.023 -2.778 13.321
O -5.431 -0.464 15.085
H -6.145 0.401 13.387
H -4.423 0.026 13.236
H -6.069 -1.545 11.990
H -6.801 -1.912 13.556
H -4.191 -2.302 13.274
H -6.169 -0.002 15.489
C -9.251 -8.719 8.497
C -8.218 -7.688 8.948
O -7.565 -7.002 7.814
O -9.509 -8.956 7.189
H -10.167 -8.521 9.053
H -8.824 -9.675 8.800
H -7.414 -8.286 9.377
H -8.521 -7.004 9.741
H -8.245 -6.689 7.212
H -8.889 -9.643 6.934
C -7.309 -3.692 16.094
C -6.208 -4.725 15.796
O -5.603 -5.276 16.989
O -6.818 -2.573 16.765
H -8.074 -4.097 16.755
H -7.697 -3.493 15.096
H -5.512 -4.211 15.133
H -6.529 -5.595 15.223
H -4.797 -5.732 16.736
H -6.421 -1.979 16.123
C -13.689 -4.936 10.851
C -12.661 -6.152 10.795
O -11.310 -5.661 10.417
O -13.648 -4.107 12.002
H -14.760 -5.136 10.814
H -13.469 -4.302 9.993
H -12.923 -6.824 9.977
H -12.647 -6.754 11.703
H -10.997 -5.302 11.251
H -14.043 -4.496 12.786
```

As for the electronic energy: -1957.3620 Ha. As for the charge: +1. Its expectation value of S² is 0.757. As for the spin multiplicity: 2.

C9H9F6N2O9S5Ta | wB97M-V/def2-TZVPD

XYZ file:
```
41
Properties=species:S:1:pos:R:3
Ta -0.533 0.769 -0.623
O -1.194 -0.998 -2.688
C -0.457 -2.163 -3.028
C 0.151 -2.779 -1.789
N 0.898 -1.780 -1.034
C 2.115 -1.303 -1.683
C 2.156 0.221 -1.744
O 3.146 0.873 -1.747
O 0.895 0.737 -1.810
C 1.033 -2.147 0.363
C -0.123 -1.615 1.207
O -0.300 -1.960 2.332
O -0.874 -0.677 0.583
H -2.101 -1.223 -2.438
H 0.311 -1.852 -3.737
H -1.092 -2.894 -3.531
H 0.783 -3.633 -2.066
H -0.652 -3.146 -1.146
H 2.152 -1.646 -2.717
H 3.025 -1.642 -1.190
H 1.931 -1.696 0.786
H 1.100 -3.224 0.525
S -4.215 2.111 -3.185
C -2.986 1.708 -2.220
S -1.390 2.428 -2.252
S -3.017 0.446 -1.006
F 1.534 3.532 1.369
C 2.178 2.789 2.264
F 3.458 2.706 1.958
F 2.013 3.295 3.471
S 1.471 1.078 2.222
O 1.346 0.824 0.761
O 2.363 0.224 2.918
N 0.071 1.165 2.921
S -1.104 2.017 2.367
O -1.070 2.029 0.853
O -1.254 3.308 2.936
C -2.672 1.141 2.855
F -2.789 -0.070 2.375
F -2.671 1.121 4.178
F -3.634 1.925 2.393
```

As for the electronic energy: -3782.2969 Ha. The value obtained for the energy above the lowest of the compared OMol25 structures with the same formula, charge and spin is 28.7 kcal per mole. As for the charge: 0.

C30H53BrMoN4P2 | wB97M-V/def2-TZVPD

XYZ file:
```
91
Properties=species:S:1:pos:R:3
N -5.844 -1.885 3.567
C -5.453 -0.780 4.212
C -5.289 0.443 3.566
C -5.442 0.494 2.154
C -5.963 -0.663 1.517
C -6.123 -1.836 2.262
C -4.940 1.580 1.349
Mo 0.558 1.140 -0.539
P 3.259 0.712 -1.990
C -4.704 1.466 0.000
C -3.479 1.944 -0.600
C -3.207 1.645 -1.963
C -1.920 1.711 -2.478
C -0.942 1.925 -1.508
C -1.157 2.630 -0.256
C -2.481 2.499 0.221
Br 1.718 3.191 -1.543
H -4.686 2.482 1.906
H -5.373 0.895 -0.648
H -4.984 1.318 4.150
H -6.185 -0.678 0.451
H -5.253 -0.852 5.290
H -6.475 -2.737 1.750
H -4.060 1.340 -2.570
H -2.742 2.752 1.256
H -1.648 1.580 -3.531
H -0.512 3.437 0.157
P -0.387 -1.335 -0.916
C 4.526 2.023 -1.578
C 5.178 2.741 -2.734
H 5.251 1.569 -0.902
H 3.964 2.778 -0.997
H 5.518 3.738 -2.411
H 6.062 2.197 -3.088
H 4.503 2.889 -3.584
C 2.713 0.684 -3.770
C 3.799 0.557 -4.816
H 2.091 1.575 -3.917
H 2.022 -0.175 -3.820
H 3.330 0.502 -5.804
H 4.470 1.416 -4.828
H 4.406 -0.344 -4.675
C 4.130 -0.875 -1.766
C 5.622 -0.831 -2.037
H 3.618 -1.605 -2.408
H 3.928 -1.192 -0.731
H 6.034 -1.841 -1.928
H 5.853 -0.472 -3.043
H 6.138 -0.171 -1.332
C 0.378 -2.702 0.048
C 1.685 -3.268 -0.502
H -0.370 -3.515 0.117
H 0.539 -2.328 1.075
H 1.921 -4.211 0.018
H 1.623 -3.488 -1.576
H 2.531 -2.588 -0.336
C -0.536 -2.185 -2.567
C -1.771 -1.944 -3.438
H -0.433 -3.272 -2.371
H 0.370 -1.874 -3.121
H -1.635 -2.508 -4.377
H -2.688 -2.331 -2.975
H -1.915 -0.883 -3.693
C -2.127 -1.293 -0.253
C -2.360 -1.699 1.201
H -2.752 -1.905 -0.920
H -2.460 -0.251 -0.402
H -3.396 -2.043 1.320
H -1.698 -2.503 1.544
H -2.246 -0.843 1.882
C -1.276 1.318 3.900
N -0.064 0.511 3.698
C 0.241 -0.432 4.762
C 0.547 0.514 2.488
N -0.131 0.865 1.386
N 1.851 0.240 2.302
C 2.790 -0.119 3.354
C 2.338 0.521 0.946
H -1.430 1.410 4.989
H -2.186 0.856 3.467
H -1.142 2.334 3.486
H 0.187 -1.480 4.414
H 1.227 -0.235 5.219
H -0.514 -0.269 5.545
H -1.134 0.944 1.600
H 2.638 -1.153 3.685
H 3.803 -0.061 2.938
H 2.715 0.554 4.213
H 1.925 -0.287 0.268
H 2.092 1.597 0.656
H 3.419 0.424 0.912
```

As for the electronic energy: -4717.1816 Ha. As for the charge: +4. Its expectation value of S² is 2.262. As for the spin multiplicity: 3.

C4H6O3Yb | wB97M-V/def2-TZVPD

XYZ file:
```
14
Properties=species:S:1:pos:R:3
H -1.132 0.949 -0.336
O -0.989 -1.090 0.277
O 0.548 -1.329 -1.275
O -1.207 -2.706 -1.277
C -0.196 0.452 -0.090
C 0.732 -0.045 -0.990
C -0.589 -1.848 -0.645
H 1.682 0.383 -1.306
Yb -2.858 -4.465 -1.315
H 0.146 2.047 0.292
C 0.820 1.849 1.448
H 0.140 2.445 2.067
H 1.172 1.014 2.067
H 1.730 2.344 1.083
```

As for the electronic energy: -1539.6057 Ha. The value obtained for the energy above the lowest of the compared OMol25 structures with the same formula, charge and spin is 47.8 kcal per mole. As for the charge: +2.

C27H20N6O4S2W | wB97M-V/def2-TZVPD

XYZ file:
```
60
Properties=species:S:1:pos:R:3
W -3.150 -6.735 14.432
C -7.354 -7.701 16.507
S -7.629 -7.977 14.714
C -6.065 -7.484 14.008
S -4.673 -8.381 14.683
N -5.860 -6.595 13.114
N -4.486 -6.541 12.834
C -3.864 -6.192 11.659
C -2.427 -6.307 11.666
C -1.534 -5.888 10.667
C -0.227 -6.285 10.707
C 0.164 -7.229 11.738
C -0.680 -7.483 12.791
N -1.928 -6.854 12.849
H -8.133 -8.195 17.086
H -7.367 -6.591 16.658
H -6.348 -8.037 16.782
H -4.496 -5.958 10.806
H -1.874 -5.282 9.803
H 0.510 -5.884 10.005
H 1.151 -7.685 11.751
H -0.474 -8.259 13.561
O 0.525 -5.955 18.619
C 1.069 -6.218 17.371
O 1.108 -5.323 16.529
C 1.568 -7.636 17.321
C 1.894 -8.442 18.445
C 2.328 -9.761 18.148
C 2.378 -10.202 16.854
C 1.849 -9.369 15.808
N 1.699 -8.084 16.072
C 1.338 -9.742 14.420
O 2.168 -9.757 13.492
O 0.103 -9.990 14.482
H 0.335 -5.023 18.549
H 1.953 -7.929 19.396
H 2.631 -10.418 18.894
H 2.912 -11.102 16.620
C -2.504 -9.010 18.039
C -2.106 -8.520 16.775
N -2.496 -7.302 16.394
C -3.155 -6.476 17.304
C -3.590 -6.924 18.599
C -3.208 -8.235 18.949
C -4.072 -5.934 19.530
C -4.340 -4.678 19.107
C -3.952 -4.188 17.762
C -4.006 -2.872 17.342
C -3.750 -2.567 15.978
C -3.376 -3.563 15.125
N -3.243 -4.892 15.537
C -3.446 -5.173 16.867
H -2.124 -9.984 18.316
H -1.489 -9.146 16.150
H -3.646 -8.712 19.883
H -4.265 -6.237 20.545
H -4.837 -3.968 19.856
H -4.070 -2.040 18.036
H -3.956 -1.566 15.618
H -3.085 -3.361 14.127
```

As for the electronic energy: -2533.1783 Ha. The value obtained for the energy above the lowest of the compared OMol25 structures with the same formula, charge and spin is 148.1 kcal per mole. As for the charge: +2. Its expectation value of S² is 2.218. As for the spin multiplicity: 3.

C17H15Cl3GeN6O2STi | wB97M-V/def2-TZVPD

XYZ file:
```
46
Properties=species:S:1:pos:R:3
Ti 1.378 -0.582 0.159
C 2.640 3.143 3.823
C 2.063 1.799 4.052
N 1.808 1.244 5.192
N 1.300 0.010 4.864
C 1.240 -0.220 3.544
S 0.697 -1.532 2.682
N 1.725 0.944 3.027
N 1.837 1.149 1.657
H 2.765 3.642 4.780
H 1.998 3.739 3.173
H 3.607 3.063 3.324
H 1.008 -0.627 5.583
H 1.405 2.035 1.381
H 2.827 1.242 1.421
Cl 2.771 2.703 -3.346
Ge 3.265 1.757 -1.359
Cl 3.621 -1.077 0.648
Cl 2.500 3.639 -0.023
O -2.607 -0.168 0.503
C -1.931 -1.041 -0.023
N -0.534 -1.041 -0.119
C -0.111 -2.209 -0.715
O 1.204 -2.320 -0.753
C -1.201 -3.014 -1.085
C -1.335 -4.267 -1.715
C -2.603 -4.756 -1.918
C -3.751 -4.038 -1.511
C -3.627 -2.808 -0.887
C -2.358 -2.293 -0.671
H -0.462 -4.823 -2.032
H -2.729 -5.717 -2.403
H -4.732 -4.458 -1.691
H -4.497 -2.248 -0.567
N 1.538 0.756 -1.078
C 0.374 1.203 -1.766
C -0.533 2.063 -1.153
C -1.686 2.458 -1.811
C -1.947 2.009 -3.097
C -1.041 1.159 -3.718
C 0.111 0.763 -3.061
H -0.339 2.408 -0.146
H -2.392 3.105 -1.306
H -2.853 2.309 -3.608
H -1.234 0.800 -4.721
H 0.823 0.098 -3.533
```

As for the electronic energy: -5841.3070 Ha. The value obtained for the energy above the lowest of the compared OMol25 structures with the same formula, charge and spin is 17.5 kcal per mole. As for the charge: -1. Its expectation value of S² is 0.773. As for the spin multiplicity: 2.